{"formula": "C72H159N6O2P", "method": "ωB97M-V/def2-TZVPD", "species": ["C", "C", "C", "C", "N", "C", "C", "C", "C", "C", "H", "H", "H", "H", "H", "H", "H", "H", "H", "H", "H", "H", "H", "H", "H", "H", "H", "H", "H", "H", "C", "C", "C", "C", "N", "C", "C", "C", "C", "C", "H", "H", "H", "H", "H", "H", "H", "H", "H", "H", "H", "H", "H", "H", "H", "H", "H", "H", "H", "H", "C", "C", "C", "C", "N", "C", "C", "C", "C", "C", "H", "H", "H", "H", "H", "H", "H", "H", "H", "H", "H", "H", "H", "H", "H", "H", "H", "H", "H", "H", "C", "C", "C", "C", "N", "C", "C", "C", "C", "C", "H", "H", "H", "H", "H", "H", "H", "H", "H", "H", "H", "H", "H", "H", "H", "H", "H", "H", "H", "H", "C", "C", "C", "C", "N", "C", "C", "C", "C", "C", "H", "H", "H", "H", "H", "H", "H", "H", "H", "H", "H", "H", "H", "H", "H", "H", "H", "H", "H", "H", "C", "C", "C", "C", "N", "C", "C", "C", "C", "C", "H", "H", "H", "H", "H", "H", "H", "H", "H", "H", "H", "H", "H", "H", "H", "H", "H", "H", "H", "H", "C", "C", "C", "C", "P", "C", "C", "C", "C", "C", "C", "C", "C", "C", "C", "C", "C", "H", "H", "H", "H", "H", "H", "H", "H", "H", "H", "H", "H", "H", "H", "H", "H", "H", "H", "H", "H", "H", "H", "H", "H", "H", "H", "H", "H", "H", "H", "H", "H", "H", "H", "H", "H", "C", "C", "O", "O", "H", "H", "H"], "positions_angstrom": [[-0.0767, 6.8987, 10.3153], [-0.3491, 7.1375, 8.8610], [-1.6704, 7.8407, 8.5141], [-1.7024, 8.3067, 7.0549], [-2.9314, 9.0881, 6.5887], [-3.1684, 10.4778, 7.1517], [-3.5938, 11.4261, 6.0644], [-2.9218, 10.8498, 4.8467], [-2.7778, 9.4115, 5.0537], [-4.1867, 8.1950, 6.7689], [-0.8398, 6.3626, 10.8797], [0.0512, 7.8090, 10.9010], [0.8704, 6.3860, 10.4833], [-0.3672, 6.1966, 8.3109], [0.5118, 7.7114, 8.5181], [-1.8594, 8.5849, 9.2878], [-2.5161, 7.1546, 8.5612], [-1.6653, 7.4567, 6.3736], [-0.8355, 8.9416, 6.8717], [-3.7589, 10.5127, 8.0672], [-2.2098, 10.8856, 7.4724], [-4.6648, 11.5915, 5.9470], [-3.1322, 12.3943, 6.2584], [-3.4416, 10.9864, 3.8984], [-1.9527, 11.3219, 4.6854], [-3.4808, 8.8126, 4.4747], [-1.7606, 9.1445, 4.7672], [-4.6561, 8.3291, 7.7435], [-3.9475, 7.1425, 6.6170], [-5.0141, 8.3204, 6.0704], [-9.5055, -2.5194, 5.1463], [-9.0653, -3.2561, 6.4117], [-7.9843, -2.5531, 7.2349], [-7.7072, -3.1257, 8.6393], [-6.4366, -2.5186, 9.2394], [-5.1143, -3.1078, 8.6027], [-4.9327, -4.4930, 9.2337], [-5.7472, -4.5365, 10.4916], [-6.3275, -3.0952, 10.7162], [-6.3425, -0.9877, 9.4110], [-10.2599, -3.1446, 4.6685], [-8.6782, -2.4094, 4.4451], [-9.9880, -1.5522, 5.2868], [-8.7750, -4.2513, 6.0750], [-9.9699, -3.2943, 7.0185], [-8.2235, -1.4922, 7.3093], [-7.1118, -2.5011, 6.5837], [-7.6218, -4.2042, 8.5061], [-8.5010, -2.9509, 9.3656], [-4.2355, -2.5025, 8.8247], [-5.1839, -3.1604, 7.5162], [-3.8907, -4.5766, 9.5425], [-5.2171, -5.2653, 8.5189], [-5.2589, -4.9463, 11.3758], [-6.5432, -5.2808, 10.5120], [-5.5918, -2.5068, 11.2646], [-7.2467, -2.9294, 11.2780], [-5.4082, -0.7327, 9.9113], [-7.2193, -0.7613, 10.0177], [-6.3738, -0.5527, 8.4121], [7.5230, -2.8852, -1.6560], [8.1884, -4.0389, -2.4126], [9.6694, -3.9768, -2.7293], [10.5885, -4.2934, -1.5105], [12.1003, -4.4431, -1.8608], [12.6619, -5.4138, -0.8492], [14.1747, -5.0627, -0.7064], [14.2849, -3.6695, -1.3724], [12.8479, -3.1263, -1.6309], [12.3308, -5.0106, -3.2674], [6.4653, -3.0476, -1.4486], [7.5571, -1.9370, -2.1925], [8.0550, -2.7786, -0.7107], [7.6394, -4.1158, -3.3510], [8.0286, -4.9618, -1.8551], [9.8558, -2.9538, -3.0561], [9.8325, -4.5829, -3.6204], [10.3478, -5.3090, -1.1963], [10.5566, -3.5772, -0.6894], [12.4861, -6.4388, -1.1757], [12.2173, -5.3223, 0.1419], [14.9631, -5.6332, -1.1975], [14.3637, -5.0879, 0.3668], [14.7422, -3.7886, -2.3546], [14.9806, -3.0145, -0.8479], [12.7815, -2.4858, -2.5103], [12.4809, -2.7376, -0.6809], [13.2998, -5.5018, -3.1787], [12.3453, -4.2601, -4.0577], [11.5828, -5.7771, -3.4698], [-13.0126, 5.7425, -8.0501], [-13.2770, 5.1988, -6.6709], [-12.4111, 5.9299, -5.5754], [-10.8970, 5.7014, -5.8687], [-10.0075, 5.8410, -4.5894], [-8.6875, 5.0473, -4.7069], [-8.1765, 4.9045, -3.2575], [-9.4749, 4.9279, -2.3673], [-10.6718, 5.2762, -3.2960], [-9.9053, 7.3809, -4.3537], [-13.1253, 6.8220, -8.1499], [-13.7339, 5.3337, -8.7577], [-12.0046, 5.4595, -8.3533], [-13.1114, 4.1286, -6.5474], [-14.3504, 5.2147, -6.4822], [-12.7586, 5.5067, -4.6329], [-12.6653, 6.9859, -5.4842], [-10.3813, 6.1804, -6.7010], [-10.7978, 4.6179, -5.9337], [-7.9573, 5.5950, -5.3028], [-8.9717, 4.1358, -5.2329], [-7.5827, 5.7943, -3.0484], [-7.5160, 4.0875, -2.9671], [-9.4543, 5.6582, -1.5583], [-9.5470, 3.9704, -1.8515], [-11.4269, 5.9080, -2.8281], [-11.0857, 4.2954, -3.5302], [-10.9096, 7.7615, -4.1677], [-9.3840, 7.6713, -5.2659], [-9.1619, 7.6403, -3.6000], [7.4304, -5.0805, 12.2371], [7.7403, -5.1565, 10.7218], [6.6367, -4.7272, 9.7764], [6.5341, -3.1609, 9.6394], [5.4793, -2.7205, 8.5813], [5.8705, -3.2806, 7.1898], [4.6489, -3.9351, 6.6758], [3.7950, -4.4473, 7.8549], [4.0535, -3.2796, 8.8467], [5.5925, -1.1572, 8.5036], [8.3477, -5.1480, 12.8221], [6.7938, -5.8788, 12.6185], [7.1106, -4.0530, 12.4105], [7.9388, -6.2267, 10.7799], [8.6858, -4.6301, 10.5912], [5.6730, -5.0790, 10.1449], [6.8427, -5.2452, 8.8397], [7.5034, -2.8455, 9.2533], [6.3784, -2.6920, 10.6110], [6.2064, -2.4582, 6.5583], [6.6469, -4.0456, 7.1842], [3.9825, -3.2212, 6.1918], [4.8320, -4.7122, 5.9336], [2.7788, -4.5627, 7.4779], [4.2876, -5.3837, 8.1171], [3.4161, -2.4269, 8.6130], [3.8991, -3.4344, 9.9145], [4.9370, -0.7939, 7.7121], [6.6054, -0.9471, 8.1603], [5.3018, -0.7443, 9.4696], [-3.4681, -8.2464, 1.9013], [-3.8020, -9.7618, 2.1760], [-2.6127, -10.5479, 2.7334], [-2.8981, -12.1190, 3.0210], [-1.6578, -12.9668, 3.3586], [-0.7154, -13.0419, 2.1240], [-0.4120, -14.4949, 1.7617], [-0.7724, -15.2588, 3.0017], [-1.9608, -14.5308, 3.5852], [-0.9095, -12.4198, 4.6064], [-2.5454, -8.1352, 1.3319], [-3.1880, -7.7743, 2.8430], [-4.2376, -7.6486, 1.4128], [-4.1132, -10.2127, 1.2337], [-4.5925, -9.9142, 2.9107], [-2.2395, -10.0144, 3.6076], [-1.8066, -10.3771, 2.0197], [-3.2980, -12.6974, 2.1882], [-3.5660, -12.3706, 3.8448], [0.1224, -12.3777, 2.3360], [-1.2666, -12.5179, 1.3432], [0.6021, -14.7178, 1.4299], [-1.2059, -14.8353, 1.0970], [0.0931, -15.2009, 3.6618], [-1.0598, -16.2877, 2.7856], [-2.0792, -14.7590, 4.6445], [-2.8633, -14.7196, 3.0039], [-1.6567, -12.1043, 5.3346], [-0.2622, -11.6046, 4.2829], [-0.3554, -13.2168, 5.1021], [-0.5571, 1.6774, -10.0120], [0.5631, 1.0013, -10.8521], [1.6421, 1.9487, -11.2498], [1.2612, 3.0971, -12.2060], [2.5178, 4.3938, -12.6096], [3.9175, 3.8049, -13.6281], [5.1643, 4.7527, -13.7372], [6.2505, 3.9513, -14.5281], [7.7467, 4.3707, -14.2310], [1.6216, 5.8980, -13.3228], [2.5319, 6.9125, -14.0426], [1.7800, 8.2832, -14.3191], [2.7400, 9.3535, -14.9078], [3.2263, 4.9949, -11.0369], [2.3360, 5.1501, -9.7803], [3.2527, 5.0590, -8.5206], [2.4907, 5.1094, -7.1381], [-1.0476, 0.9595, -9.3546], [-1.2994, 2.1964, -10.6184], [-0.1999, 2.4914, -9.3813], [0.2207, 0.4117, -11.7025], [1.0028, 0.1891, -10.2732], [2.4193, 1.2828, -11.6249], [2.1744, 2.3456, -10.3854], [0.4426, 3.7159, -11.8384], [0.9521, 2.6759, -13.1626], [3.5601, 3.3991, -14.5745], [4.3477, 2.8859, -13.2300], [5.5644, 5.0564, -12.7698], [5.0888, 5.6773, -14.3096], [5.9683, 4.1596, -15.5601], [6.0974, 2.9043, -14.2665], [7.8827, 5.3865, -14.6021], [8.3741, 3.6171, -14.7070], [8.0325, 4.3579, -13.1792], [1.0511, 6.4105, -12.5482], [0.9375, 5.5037, -14.0742], [2.9684, 6.6170, -14.9967], [3.4253, 7.1020, -13.4477], [1.4813, 8.6304, -13.3300], [0.8103, 8.0630, -14.7657], [2.1730, 10.2057, -15.2824], [3.4089, 8.8987, -15.6385], [3.3747, 9.8421, -14.1686], [3.7767, 5.8822, -11.3497], [4.0381, 4.3081, -10.7975], [1.5701, 4.3823, -9.8893], [1.8071, 6.1029, -9.8026], [3.9946, 5.8572, -8.4976], [3.9004, 4.1915, -8.3938], [1.8349, 5.9800, -7.1251], [3.2416, 5.1033, -6.3480], [1.6963, 4.3813, -6.9742], [-1.3002, 0.4990, 1.7684], [-1.2184, 1.1561, 3.1398], [-0.1411, 1.7670, 3.3447], [-2.2460, 1.1123, 3.8526], [-0.6328, -0.3598, 1.6970], [-0.9469, 1.1308, 0.9535], [-2.2898, 0.1563, 1.4662]], "atomic_forces_ev_per_a": [[0.0, 0.0, 1.5], [-0.2, -0.2, -0.7], [-0.6, -0.2, 0.0], [0.3, 0.9, 0.5], [-1.9, -0.3, -1.2], [1.0, 0.5, 1.4], [-0.4, 0.6, -0.3], [-0.1, 1.4, -1.2], [1.1, -2.1, 0.4], [-0.1, -0.2, 0.2], [-0.2, -0.3, -0.3], [-0.1, 0.4, -0.3], [-0.1, -0.2, -0.3], [0.3, -0.1, 0.0], [-0.1, 0.2, -0.5], [-0.1, 0.6, -0.4], [0.1, -0.4, 0.6], [0.1, 0.0, 0.1], [-0.1, 0.2, -0.3], [-0.3, -0.6, -0.3], [0.4, -0.6, 0.0], [0.0, -0.3, 0.1], [-0.4, 0.1, 0.2], [-0.3, 0.4, 0.2], [0.1, 0.0, 0.2], [0.0, -0.1, 0.4], [-0.2, -0.6, 0.1], [0.6, 0.1, 0.2], [0.6, 0.1, 0.2], [0.5, 1.0, -0.4], [0.1, -0.2, -0.3], [-0.8, 0.7, 0.3], [0.0, 0.7, -0.4], [0.4, 0.8, -1.4], [2.2, -0.9, 2.1], [-0.9, -0.2, 0.1], [0.4, 0.3, -0.3], [-2.2, 0.0, 1.7], [1.2, -0.6, -1.0], [-0.9, -1.4, -0.9], [0.1, 0.0, -0.2], [0.0, 0.1, -0.1], [0.2, 0.1, 0.3], [0.1, -0.2, 0.5], [0.0, -0.6, 0.2], [-0.4, 0.1, 0.2], [0.6, -0.4, 0.3], [0.6, 0.0, 0.5], [-0.1, 0.2, -0.2], [-0.6, 0.5, 0.3], [-0.4, 0.2, 0.1], [0.1, -0.3, -0.5], [0.2, -0.1, 0.2], [0.8, 0.8, 0.0], [-0.5, 0.2, -0.9], [0.2, 0.2, -0.4], [-0.3, -0.5, -0.5], [-0.2, -0.2, 0.0], [0.2, 0.5, -0.2], [-0.1, 0.2, 0.2], [0.8, 0.0, 0.3], [-1.1, -0.3, 0.0], [0.5, 1.6, 0.4], [0.2, -1.0, -1.8], [-1.5, 0.5, 0.0], [1.7, -0.6, -0.3], [-0.5, 0.8, -0.1], [0.1, 0.4, -0.5], [1.4, -1.7, 0.8], [0.5, -0.3, 1.1], [0.1, -0.4, 0.0], [0.3, 0.0, -0.1], [-0.2, 0.4, 0.2], [0.2, -0.4, -0.1], [-0.3, -0.2, 0.0], [0.3, 0.2, -0.1], [0.3, -0.3, 0.4], [-0.3, 0.2, 0.4], [-0.3, -0.1, -0.2], [-0.2, 0.1, -0.2], [-0.4, 0.5, -0.3], [-0.7, -0.8, 0.1], [0.3, 0.3, -0.1], [0.1, -0.1, 0.0], [-0.5, 0.3, 0.1], [-0.3, 0.1, 0.4], [-0.4, 0.4, -0.4], [0.0, 0.1, -0.4], [-0.1, 0.1, 0.4], [0.1, 0.2, 0.1], [0.0, -0.5, -0.6], [0.1, 0.6, 0.9], [-0.5, 0.0, -0.9], [-0.3, -2.0, 2.4], [-1.2, 1.7, 1.4], [-0.3, 0.5, 0.5], [-1.0, 1.0, 0.5], [0.4, 0.6, 0.0], [1.5, -1.8, -0.3], [1.8, -1.6, -0.9], [0.1, 0.1, 0.4], [0.2, -0.2, -0.1], [0.0, 0.1, -0.4], [0.6, -0.2, -0.5], [0.0, 0.7, 0.5], [0.6, -0.2, 0.1], [0.0, 0.1, -0.4], [-0.4, 0.2, 0.2], [-0.2, -0.1, -1.0], [-0.3, 0.1, -0.2], [0.2, -0.1, 0.3], [0.0, 0.1, 0.0], [-0.3, -0.3, -0.7], [0.5, 0.1, -0.1], [-0.6, 0.0, -0.3], [0.3, 0.2, -0.5], [-0.5, 0.3, -0.5], [0.4, 0.1, -0.3], [-0.7, 0.8, -0.2], [-0.5, -0.4, 0.6], [0.4, 1.6, -0.2], [0.4, -1.0, 2.4], [-0.4, 0.6, 0.3], [0.4, -1.8, -1.0], [1.3, 0.0, 0.2], [0.3, 0.1, 0.1], [-2.2, 0.1, -1.1], [2.1, 0.8, -0.3], [-0.2, 0.7, -0.1], [-0.6, -1.5, -0.3], [0.2, -0.2, -0.2], [-0.4, 0.4, -0.2], [-0.7, -0.2, 0.8], [0.2, -0.2, -1.8], [-0.1, 0.0, -0.5], [0.0, -0.3, 0.1], [-0.2, 0.4, -0.3], [-0.1, 0.4, -0.1], [-0.4, 0.1, -0.2], [0.0, 0.0, 0.2], [0.3, 0.4, 0.9], [0.3, 0.3, -0.4], [0.2, 0.0, 0.1], [0.0, -0.1, 0.7], [-0.7, -0.1, 0.8], [-0.2, -0.2, -0.3], [0.4, -0.4, -0.1], [-0.3, -0.2, 0.2], [0.0, 0.1, 0.6], [0.3, 0.0, -0.1], [0.6, -0.9, 0.9], [-0.1, 0.3, -0.2], [0.3, -0.9, -0.1], [0.9, 0.1, 0.1], [1.5, -1.0, 0.5], [-0.2, 1.3, -0.1], [-1.2, 0.1, 0.2], [0.4, 0.2, 0.8], [0.0, 1.2, -0.1], [-0.9, -0.5, -0.8], [-0.1, -0.3, -0.4], [-0.4, 0.2, 0.2], [-0.1, -0.4, 0.1], [-0.2, -0.1, 0.0], [-0.4, 0.5, -0.2], [-0.2, -0.4, 0.5], [0.2, -0.7, -0.2], [-0.2, 0.7, -0.4], [-0.2, 0.8, 0.2], [0.3, -0.4, 0.1], [0.1, -0.2, -0.1], [-0.3, 0.3, -0.3], [0.6, 0.3, -1.0], [-0.2, -0.5, 0.5], [0.3, 0.0, 0.2], [-0.4, 0.4, -0.1], [-0.1, -0.1, 0.2], [0.0, 0.2, -0.2], [-0.2, -0.1, 0.2], [0.2, 0.0, -0.5], [0.0, -0.1, -0.5], [-1.2, -0.1, 1.0], [1.7, 0.3, -0.1], [0.6, 0.0, -0.6], [-0.4, 0.8, 0.8], [0.4, 0.6, 0.1], [0.7, -0.5, -0.7], [0.3, 0.8, 1.3], [-1.6, -0.4, -0.4], [0.9, -1.0, -1.1], [0.0, 1.3, -0.1], [1.1, -0.8, 1.8], [-0.8, -0.3, 0.1], [0.5, -0.2, -0.4], [1.1, -0.2, -0.4], [-1.2, -0.2, 1.5], [-0.4, 0.7, -1.4], [-0.1, 0.1, -0.2], [-0.2, -0.4, -0.2], [0.6, -0.2, 0.2], [-0.6, 0.5, -0.3], [0.3, 0.3, 0.4], [0.2, 0.4, -0.9], [-0.4, 0.3, 0.4], [-0.3, -0.2, 0.2], [-0.2, 0.1, -0.1], [-0.2, 0.7, -0.4], [-0.4, -0.1, 0.9], [-0.3, -0.3, 0.3], [-0.9, 0.0, 0.2], [0.5, -0.6, -0.2], [0.3, -0.2, -0.4], [0.4, -0.2, -0.2], [0.2, 0.5, -0.3], [-0.4, 0.0, 0.2], [0.1, -0.3, 0.2], [-0.4, -0.1, 0.1], [-0.4, -0.7, -0.1], [0.0, 0.3, 0.3], [-0.1, 0.2, 0.2], [0.3, 0.3, -0.9], [0.0, -0.3, -0.6], [-0.2, 0.3, -0.4], [0.0, -0.5, 0.4], [-0.1, 0.4, 0.3], [0.0, -0.3, 0.0], [0.0, -0.1, 0.8], [0.1, 0.1, 0.1], [-0.3, 0.4, -0.3], [-0.3, -0.6, -1.0], [0.6, 0.7, 0.3], [-0.4, 0.1, 0.2], [0.6, -0.9, -0.2], [0.0, -0.7, -1.1], [0.0, 1.1, -0.3], [0.0, -0.3, 0.4], [0.0, -0.3, 0.3], [0.1, -0.2, 0.3], [0.1, 0.5, 0.2], [-0.2, 0.0, 0.3]], "mulliken_charge": [-1.45, -0.33, -0.39, -1.22, 0.49, -0.73, -0.64, -0.57, -0.50, -1.03, 0.35, 0.37, 0.39, 0.31, 0.31, 0.40, 0.34, 0.50, 0.49, 0.40, 0.38, 0.33, 0.32, 0.32, 0.34, 0.39, 0.25, 0.35, 0.42, 0.39, -1.41, -0.40, -0.64, -0.66, 0.12, -0.51, -0.44, -0.71, -0.70, -1.00, 0.39, 0.36, 0.37, 0.37, 0.31, 0.38, 0.32, 0.27, 0.44, 0.42, 0.27, 0.31, 0.31, 0.45, 0.34, 0.41, 0.45, 0.42, 0.39, 0.38, -1.18, -0.71, -0.34, -0.59, 0.27, -0.65, -0.56, -0.66, -0.60, -1.08, 0.36, 0.31, 0.31, 0.33, 0.32, 0.32, 0.46, 0.42, 0.16, 0.39, 0.44, 0.31, 0.33, 0.31, 0.44, 0.33, 0.41, 0.49, 0.28, 0.37, -1.12, -0.71, -0.48, -0.61, 0.17, -0.61, -0.61, -0.68, -0.74, -0.95, 0.30, 0.39, 0.29, 0.35, 0.40, 0.31, 0.36, 0.47, 0.30, 0.40, 0.41, 0.32, 0.40, 0.30, 0.40, 0.45, 0.40, 0.34, 0.39, 0.39, -1.25, -0.74, -0.16, -0.85, 0.36, -0.51, -0.62, -0.44, -0.73, -1.11, 0.38, 0.33, 0.32, 0.26, 0.36, 0.35, 0.33, 0.39, 0.40, 0.29, 0.26, 0.35, 0.36, 0.39, 0.28, 0.41, 0.34, 0.44, 0.45, 0.37, -1.27, -0.41, -0.53, -1.14, 0.29, -0.57, -0.63, -0.56, -0.63, -0.94, 0.34, 0.33, 0.36, 0.34, 0.33, 0.43, 0.43, 0.43, 0.57, 0.36, 0.35, 0.35, 0.32, 0.28, 0.39, 0.35, 0.38, 0.36, 0.33, 0.38, -1.09, -0.81, -0.57, -0.97, 1.02, -1.28, -0.35, -0.64, -1.29, -1.06, -0.66, -0.72, -1.26, -1.71, -0.16, -0.59, -1.33, 0.38, 0.29, 0.22, 0.39, 0.39, 0.35, 0.34, 0.44, 0.66, 0.59, 0.56, 0.35, 0.20, 0.31, 0.43, 0.34, 0.39, 0.34, 0.53, 0.63, 0.47, 0.40, 0.35, 0.43, 0.38, 0.32, 0.34, 0.86, 0.60, -0.06, 0.43, 0.39, 0.40, 0.35, 0.36, 0.32, -0.79, 0.53, -0.72, -0.73, 0.19, 0.24, 0.28], "spin_multiplicity": 1, "homo_energy_ha": -0.4519, "gap_ha": 0.2065, "e_above_lowest_ev": 0.000, "mol_weight_g_mol": 1172.078, "charge": 6}